1.
54
Properties=species:S:1:pos:R:3:nbo_charge:R:1 method="wB97M-V/def2-TZVPD" e_above_lowest_kcal_mol=0.0 e_tot_ha=-2384.00780 smiles="CCOS(C)(=O)=O.CCOS(C)(=O)=O.CCOS(C)(=O)=O.CCO" lumo_ev=0.11 homo_lumo_gap_ev=11.08 homo_ev=-11.0
C -2.15918 -1.93024 3.77362 -0.640
C -0.96201 -2.21996 4.64413 -0.065
O 0.22788 -1.82165 3.94731 -0.745
H -2.28246 -0.85630 3.62249 0.213
H -3.10193 -2.38823 4.07062 0.226
H -2.05378 -2.31546 2.75111 0.218
H -0.89339 -3.29435 4.83865 0.160
H -1.02169 -1.64747 5.57169 0.167
H 0.97177 -1.93445 4.54509 0.469
O 2.81632 1.54951 -2.54203 -0.907
S 3.61591 1.22739 -1.38589 2.331
O 4.93006 1.79973 -1.20742 -0.931
O 2.66445 1.61527 -0.09413 -0.721
C 3.26201 2.36682 0.96024 -0.082
C 4.01513 1.52158 1.96136 -0.642
C 3.76612 -0.56975 -1.17211 -0.859
H 2.38807 2.68303 1.53488 0.193
H 3.91832 3.17223 0.63579 0.211
H 4.94784 1.09804 1.58172 0.216
H 3.40448 0.71920 2.38930 0.206
H 4.25608 2.12150 2.84380 0.223
H 2.85481 -1.00171 -0.77675 0.261
H 4.64226 -0.73083 -0.55011 0.246
H 4.01632 -0.88656 -2.18447 0.254
O -3.78301 0.78840 -1.36623 -0.932
S -3.74542 0.19551 -2.67820 2.348
O -4.79857 -0.68942 -3.11727 -0.910
O -3.72000 1.37467 -3.81605 -0.705
C -2.82048 2.45190 -3.56346 -0.096
C -3.37884 3.75287 -4.05734 -0.628
C -2.15253 -0.56843 -2.98794 -0.873
H -1.81668 2.33278 -3.99535 0.175
H -2.61613 2.51510 -2.48983 0.199
H -3.57118 3.77358 -5.13035 0.216
H -2.73930 4.60860 -3.83007 0.220
H -4.31168 4.01726 -3.54914 0.217
H -2.09571 -1.44864 -2.35768 0.270
H -1.39470 0.16769 -2.72157 0.239
H -2.16114 -0.64500 -4.07236 0.253
O -1.55230 -3.38651 -0.54073 -0.913
S -0.33503 -2.72888 -0.22713 2.376
O 0.67704 -2.52933 -1.22746 -0.958
O -0.75795 -1.26743 0.32798 -0.717
C 0.26482 -0.27186 0.40116 -0.067
C -0.26852 0.91339 1.18831 -0.625
C 0.48017 -3.48050 1.18453 -0.882
H 0.69594 -0.07714 -0.58110 0.201
H 1.11524 -0.71337 0.94161 0.162
H -0.97126 1.50006 0.59811 0.224
H 0.52940 1.51926 1.59309 0.212
H -0.86073 0.49730 2.00512 0.226
H 0.98021 -2.66633 1.69962 0.259
H 1.11660 -4.25269 0.76002 0.251
H -0.23165 -3.96021 1.85079 0.252



2.
56
Properties=species:S:1:pos:R:3:nbo_charge:R:1 method="wB97M-V/def2-TZVPD" e_tot_ha=-3000.28716 charge=-1 lumo_ev=0.62 homo_lumo_gap_ev=3.66 homo_ev=-3.0
C 3.48197 0.14734 2.45263 -0.669
C 2.41756 1.23202 2.62503 -0.291
I 3.04451 2.98372 3.66892 0.088
C 1.18703 1.13616 2.14578 -0.360
I 0.77396 -0.73163 1.10997 0.013
P -0.20108 2.50110 2.26900 0.437
P -1.71116 1.12618 3.19710 0.315
C -0.97350 0.01935 4.50899 -0.931
C -2.70170 0.16049 1.94497 -0.933
H 3.16003 -0.85409 2.75619 0.226
H 3.70712 0.09094 1.37110 0.212
H 4.42642 0.43467 2.93734 0.212
H -0.67333 2.04777 0.94677 -0.178
H -1.20096 3.56403 2.17923 -0.133
H 0.18479 2.88133 3.61726 -0.144
H 0.74861 3.43323 1.65982 -0.146
H -0.99827 -1.05830 4.27732 0.209
H -1.46809 0.18905 5.47637 0.213
H 0.08700 0.31104 4.64220 0.221
H -2.75011 -0.88998 2.29269 0.213
H -2.23309 0.16040 0.94505 0.219
H -3.73828 0.50213 1.83167 0.214
C 3.54363 3.42593 -1.13702 -0.269
O 2.56791 3.33635 -2.18859 -0.727
P 1.78357 4.77012 -2.57459 2.359
O 0.89394 4.88698 -1.38593 -1.024
O 1.03571 4.09364 -3.85211 -0.819
C 0.75769 2.69787 -3.90506 -0.246
O 1.49777 6.29145 -3.23208 -0.693
C 2.49614 6.77434 -4.14643 -0.272
H 4.02080 2.45376 -1.02972 0.196
H 4.30383 4.16586 -1.39351 0.161
H 3.06877 3.69400 -0.19202 0.226
H 0.31378 2.34014 -2.97709 0.207
H 1.66764 2.14670 -4.13922 0.177
H 0.04682 2.53735 -4.71549 0.179
H 2.60386 6.09114 -4.99290 0.179
H 3.45556 6.87990 -3.63368 0.168
H 2.18202 7.75044 -4.50951 0.195
C -0.98285 -3.76201 0.51163 -0.277
O -1.36440 -5.13008 0.25997 -0.734
P -2.94876 -5.35773 -0.22926 2.378
O -3.63438 -5.13059 1.07730 -1.055
O -2.70303 -6.93849 -0.53592 -0.818
C -1.69902 -7.68676 0.13810 -0.243
O -4.31224 -5.39186 -1.20416 -0.692
C -4.08792 -5.14094 -2.60383 -0.274
H 0.07550 -3.74935 0.76255 0.205
H -1.14032 -3.15452 -0.37948 0.179
H -1.55016 -3.34941 1.34517 0.218
H -1.72070 -7.51299 1.21290 0.193
H -0.71923 -7.44981 -0.27442 0.181
H -1.89800 -8.74213 -0.04768 0.180
H -3.39702 -5.87856 -3.01952 0.179
H -3.68347 -4.13633 -2.74462 0.176
H -5.04293 -5.21139 -3.11915 0.197



3.
55
Properties=species:S:1:pos:R:3:nbo_charge:R:1 method="wB97M-V/def2-TZVPD" e_tot_ha=-1862.06149 charge=-1 lumo_ev=1.74 homo_lumo_gap_ev=5.32 homo_ev=-3.6
C 8.11555 -0.88095 0.25481 -1.092
B 6.89820 -1.71600 -0.51306 0.662
O 7.08607 -2.44566 -1.81424 -1.009
Nb 4.76687 -1.75789 0.39832 1.098
Cl 4.32830 -4.00435 -0.59003 -0.495
P 2.35602 -1.54820 1.23721 0.563
C 1.18032 -1.33884 -0.29084 -0.957
O 2.31320 -0.01908 2.08826 -1.025
H 8.94333 -0.70113 -0.57319 0.199
H 7.64056 0.14550 0.63543 0.258
H 8.54100 -1.49628 1.17933 0.245
H 6.74087 -1.81893 -2.54225 0.499
H 4.21569 -0.91256 -1.13222 -0.406
H 5.15198 -0.18138 1.19917 -0.329
H 5.34114 -2.59707 1.90953 -0.406
H 0.72313 -0.24495 -0.35025 0.257
H 1.72415 -1.52817 -1.31881 0.246
H 0.24954 -2.06835 -0.13701 0.196
H 2.97026 0.62874 1.66224 0.503
C 3.73182 0.38236 7.07287 -0.717
C 3.35802 0.25631 5.62268 0.660
O 4.20318 0.12563 4.73980 -0.602
N 2.03479 0.29013 5.29433 -0.633
C 0.89925 0.43502 6.17393 -0.408
H 4.82026 0.33768 7.17426 0.242
H 3.38778 1.34245 7.46630 0.214
H 3.29789 -0.44231 7.64458 0.217
H 1.86481 0.19928 4.29935 0.441
H 0.25860 -0.44147 6.04701 0.193
H 0.34768 1.32862 5.87024 0.189
H 1.19042 0.52494 7.22042 0.199
C -3.46444 0.21843 -2.37236 -0.719
C -2.64101 -0.57232 -1.39494 0.669
O -1.56305 -0.16344 -0.96872 -0.617
N -3.12037 -1.77934 -0.97875 -0.623
C -4.35214 -2.43027 -1.35714 -0.410
H -2.95097 1.15539 -2.60783 0.243
H -3.59180 -0.34749 -3.29887 0.241
H -4.43706 0.45855 -1.93467 0.211
H -2.50893 -2.25009 -0.32173 0.408
H -4.93959 -2.59665 -0.45049 0.190
H -4.10135 -3.39611 -1.80350 0.197
H -4.93481 -1.84188 -2.06587 0.210
C -6.76403 2.11271 -6.00581 -0.720
C -5.57501 2.13254 -5.08685 0.671
O -4.57257 1.45449 -5.30185 -0.627
N -5.62745 2.93380 -3.98452 -0.619
C -6.70235 3.79820 -3.55844 -0.411
H -6.57128 1.42796 -6.83704 0.247
H -7.64794 1.76129 -5.46717 0.224
H -6.93802 3.11154 -6.41483 0.225
H -4.78919 2.89178 -3.41647 0.407
H -6.31416 4.81843 -3.50160 0.198
H -7.01830 3.47933 -2.56170 0.197
H -7.55483 3.77008 -4.23703 0.210



4.
50
Properties=species:S:1:pos:R:3:nbo_charge:R:1 method="wB97M-V/def2-TZVPD" e_tot_ha=-1983.27174 charge=-1 lumo_ev=2.24 homo_lumo_gap_ev=6.11 homo_ev=-3.9
C 1.63946 -0.44082 1.25080 -0.616
C 1.79133 -1.66477 0.33595 -0.404
C 3.22394 -2.16967 0.23534 -0.408
C 3.34393 -3.37313 -0.69053 -0.224
N 4.70598 -3.91938 -0.87170 -0.948
P 5.80725 -3.86769 0.45184 0.983
Cl 7.33233 -4.93517 -0.50519 -0.351
C 5.16926 -5.23168 1.57583 -0.544
N 3.72160 -5.41481 1.60677 -0.839
H 0.77995 -0.53479 1.91382 0.217
H 1.48920 0.47626 0.68143 0.229
H 2.52613 -0.29752 1.87411 0.192
H 1.15217 -2.47973 0.68862 0.195
H 1.42853 -1.42162 -0.66534 0.215
H 3.88358 -1.36588 -0.11153 0.201
H 3.58464 -2.43651 1.24007 0.177
H 2.96506 -3.11223 -1.68124 0.198
H 2.71975 -4.18307 -0.32130 0.213
H 5.16941 -3.45050 -1.64318 0.383
H 5.62770 -6.15403 1.21798 0.222
H 5.61104 -5.01085 2.55614 0.184
H 3.26953 -4.73054 2.20265 0.358
H 3.49584 -6.32791 1.98061 0.364
C -1.64229 -0.29798 -0.84160 -1.117
Si -2.84532 1.13991 -0.53627 1.841
C -3.54578 0.78969 1.20408 -1.129
C -4.31698 0.78633 -1.69652 -1.128
N -2.08920 2.59552 -0.73367 -1.749
Si -2.61114 4.15792 -0.59265 1.839
C -3.26976 4.66478 1.12498 -1.128
C -4.01055 4.67977 -1.77999 -1.128
C -1.21343 5.39551 -0.94244 -1.116
H -2.10244 -1.28194 -0.70508 0.203
H -1.23876 -0.24279 -1.85711 0.217
H -0.80601 -0.21294 -0.14674 0.211
H -3.86721 -0.25032 1.32278 0.205
H -4.40410 1.43292 1.42113 0.215
H -2.78035 1.00082 1.95710 0.217
H -4.02635 0.98985 -2.73138 0.219
H -5.16812 1.43302 -1.46185 0.215
H -4.65689 -0.25251 -1.63344 0.205
H -4.21367 4.15886 1.35045 0.214
H -3.43982 5.74358 1.20266 0.205
H -2.55014 4.37503 1.89650 0.218
H -3.74947 4.39799 -2.80438 0.218
H -4.19290 5.75912 -1.75730 0.205
H -4.94915 4.17538 -1.53031 0.214
H -0.82306 5.23888 -1.95221 0.218
H -0.38878 5.23206 -0.24252 0.217
H -1.53594 6.43762 -0.85617 0.203